1.
{
  "formula": "C21H25N9S2TeY",
  "method": "wB97M-V/def2-TZVPD",
  "species": ["H", "N", "H", "C", "H", "H", "H", "C", "H", "C", "C", "H", "N", "Te", "C", "H", "H", "H", "S", "C", "H", "H", "H", "C", "N", "H", "H", "C", "H", "C", "N", "C", "C", "C", "N", "C", "H", "Y", "H", "H", "C", "H", "C", "S", "H", "C", "C", "C", "H", "H", "H", "H", "N", "N", "N", "C", "N", "C", "C"],
  "coordinates": [[2.16724, -2.02613, -2.55497], [2.27601, 1.81020, -2.43719], [-1.95063, 2.76510, 2.08225], [-6.09893, -1.87569, -2.44522], [-0.82663, -4.87732, 0.11273], [-2.67048, 3.28467, 4.20015], [2.42347, -4.44155, -2.61649], [4.48404, 2.91504, -3.83610], [1.90300, 3.66017, -1.83437], [0.55362, -2.06625, -1.16565], [0.84676, -4.84159, -1.22250], [6.20952, 2.95576, -5.05983], [-2.24850, 2.40643, 4.44712], [-3.15631, 1.50035, -1.76071], [3.55797, 3.67035, -3.15098], [-6.83444, -2.46543, -2.97334], [0.95091, -5.92378, -1.25050], [1.28545, -2.49081, 3.90781], [-5.33281, -0.53959, -3.18090], [3.64141, 5.03871, -3.12034], [-0.86911, -2.72943, 6.17793], [6.44454, 5.42887, -4.94314], [-4.34267, -0.94654, 0.25193], [-4.45783, -0.13660, -1.77154], [1.25577, -0.01098, -1.77258], [-0.01321, -3.21782, 2.92804], [-2.08607, 2.22533, 5.41995], [1.52079, -2.65033, -1.96193], [4.75747, 6.75365, -3.74452], [4.68982, 5.67301, -3.75379], [-1.83806, 1.76962, 2.23633], [5.63622, 4.93878, -4.44063], [0.25370, -2.82382, 3.91382], [-0.94900, -0.78284, 3.46844], [-0.65516, -1.76395, 4.33196], [1.66187, -4.01118, -1.97923], [4.38941, 1.83231, -3.87007], [-1.26958, 0.50972, 0.25893], [-2.06663, 0.09757, 4.92665], [-6.05810, -2.75500, -0.43727], [-1.93100, 1.50974, 3.49021], [-1.12661, -2.45136, 0.14765], [1.29591, 1.35056, -1.66978], [0.34681, 2.35320, -0.57037], [2.92320, 5.61568, -2.56231], [-4.75036, -1.00719, -0.76189], [-5.69552, -2.01246, -1.14757], [5.51723, 3.55370, -4.49087], [-2.23081, -1.75431, 5.73787], [0.02339, -1.46290, 1.98288], [-0.72736, -0.97627, 6.29832], [0.15623, -3.64362, 4.62500], [2.50778, 3.07534, -2.41273], [0.41608, -0.63916, -1.06616], [-1.71277, 0.24145, 3.98962], [-1.14349, -1.78211, 5.69988], [-0.60956, -0.71121, 2.21701], [-0.14522, -4.25028, -0.45626], [-0.29875, -2.86779, -0.43076]],
  "homo_lumo_gap_ev": 6.0,
  "charge": 1,
  "homo_ev": -9.2,
  "energy_ev": -65596.819
}

---

2.
{
  "formula": "C21H25NO6S",
  "method": "wB97M-V/def2-TZVPD",
  "species": ["H", "C", "H", "C", "H", "C", "H", "H", "C", "H", "C", "O", "C", "C", "H", "H", "H", "H", "C", "O", "C", "H", "C", "H", "N", "C", "C", "H", "C", "C", "C", "S", "O", "H", "O", "H", "C", "O", "H", "H", "C", "C", "O", "H", "H", "H", "H", "C", "H", "H", "H", "C", "H", "C"],
  "coordinates": [[1.62532, 1.43115, -3.15660], [-2.44782, 1.46338, 1.60395], [-0.35122, 3.90612, -0.30962], [1.37195, 2.85361, 0.40030], [-0.21903, 2.74777, -3.86058], [-4.06865, -2.36552, 3.34892], [-3.30910, 1.55275, 0.93905], [-4.93787, -2.49706, 1.32017], [2.39110, 1.97207, 0.08747], [4.54023, 0.81834, -1.21217], [-1.01708, -1.07704, 2.29004], [-2.89252, -1.66261, 3.68209], [-0.40869, 0.18842, 1.67615], [-0.69217, -0.18240, -1.28474], [-0.52140, -1.33058, 3.22600], [1.30438, 3.25935, 1.39878], [2.07936, -3.03695, -0.88183], [-0.91334, -1.91687, 1.60243], [0.52704, 2.71743, -1.85096], [4.65807, -1.75233, -0.58021], [-2.51909, -0.86522, 2.56972], [-2.20397, 0.91292, 3.70713], [0.44604, 3.22162, -0.55809], [-4.95724, -1.79345, 3.64841], [-1.39068, 0.83318, 0.83595], [0.31801, -1.19199, -2.99745], [-0.77589, -0.37842, -2.64236], [-0.60511, 4.18982, -2.90813], [-0.49265, 3.10793, -2.87242], [-3.97311, -2.47426, 1.82606], [-2.79671, 0.62344, 2.83918], [3.37521, -1.10128, -0.57057], [-3.31266, -1.28319, 1.47062], [-3.37613, -3.34922, 1.53286], [2.77387, -0.85190, 0.70878], [-2.13202, 2.46762, 1.90859], [1.54928, 1.82825, -2.15337], [-2.52608, 1.21388, -1.06853], [-0.15418, 0.90126, 2.46578], [-1.45661, 2.68038, -2.59536], [2.23274, -2.18590, -1.54370], [-1.60618, 0.65167, -0.48503], [0.37297, -0.85515, -0.79893], [-1.52966, 0.02287, -3.28637], [-3.85027, 0.74990, 3.08765], [2.75597, -2.49438, -2.44235], [3.10973, 1.67843, 0.83571], [0.99036, -1.45405, -1.83374], [0.57114, -1.54642, -3.97587], [-4.05326, -3.32519, 3.86443], [3.57393, 0.17685, -2.56245], [2.48018, 1.44363, -1.19531], [0.50599, -0.04426, 1.13653], [3.55504, 0.46943, -1.51615]],
  "homo_lumo_gap_ev": 9.2,
  "charge": 0,
  "homo_ev": -8.7,
  "energy_ev": -46792.528
}

---

3.
{
  "formula": "C21H26AsN5NiO6S",
  "method": "wB97M-V/def2-TZVPD",
  "species": ["C", "H", "N", "N", "H", "C", "C", "C", "H", "C", "C", "O", "H", "C", "C", "H", "H", "H", "C", "S", "N", "C", "H", "H", "Ni", "C", "C", "H", "H", "H", "C", "C", "C", "C", "C", "H", "C", "H", "H", "H", "O", "O", "H", "H", "H", "H", "As", "O", "N", "H", "H", "C", "N", "O", "H", "O", "C", "H", "C", "H", "H"],
  "coordinates": [[-0.84763, 2.65765, 0.11811], [1.77382, -1.87730, 4.48847], [-2.37773, -1.52981, 1.76237], [1.84391, 1.87919, -2.30859], [-1.00378, 0.15111, -2.16141], [-3.05614, 0.68455, -2.53237], [-4.67925, -1.91000, 3.19327], [-4.73021, -1.32095, 1.93768], [4.03831, 0.35347, 2.42368], [2.77575, 2.98790, -2.13219], [-3.44034, -0.47724, -0.08656], [-0.09705, -0.03708, 2.14905], [-0.46902, 1.96606, 0.86810], [-3.45776, -2.28293, 3.72548], [-3.54276, -1.13760, 1.25069], [-5.16958, 1.06646, -2.53565], [3.02265, 0.91804, -3.71764], [-3.38178, -2.72702, 4.70741], [-0.50527, 3.38157, -2.20689], [1.09218, -3.06271, 0.38491], [-2.20574, -0.41079, -0.59809], [1.02679, 1.72207, -1.15863], [3.26336, 0.29569, -2.07852], [5.94963, -0.30347, 1.02942], [-0.67583, -1.15652, 0.67948], [3.65903, -2.51004, -0.10373], [2.67999, -1.09671, 1.63787], [-0.34840, 4.46158, -2.11188], [-5.67588, -1.01395, 1.51577], [-5.51844, 0.00847, -0.32708], [2.51151, 0.68022, -2.78512], [5.00443, -0.82215, 0.92639], [3.92353, -0.46401, 1.71767], [-2.02008, 0.14310, -1.79319], [2.58044, -2.13941, 0.70002], [-1.58458, 3.21542, -2.30596], [4.87022, -1.84834, 0.00554], [1.79145, -0.10928, -2.99925], [2.24263, 3.85538, -1.74566], [-1.31795, -2.32121, 3.32522], [0.22383, -2.84654, 1.55671], [0.41896, -2.34368, -0.74725], [3.54304, -3.33340, -0.79613], [-5.59229, -2.06625, 3.75273], [3.58044, 2.73397, -1.43190], [-1.87175, 2.36142, -0.14606], [1.41055, -0.15956, 2.94527], [1.68251, 1.42359, 0.05969], [0.80558, 0.41912, -0.58834], [3.21179, 3.25259, -3.09542], [5.70692, -2.14176, -0.61566], [-2.31231, -2.07282, 2.97294], [-0.00341, 2.66111, -1.06258], [1.45331, -4.41594, 0.09263], [1.43679, -0.28967, -0.96523], [0.99055, -1.57558, 4.01618], [-4.53033, 0.05193, -0.76051], [-2.85809, 1.12849, -3.49735], [-4.33213, 0.64385, -1.99621], [-0.01222, 3.04398, -3.11522], [-0.89619, 3.65573, 0.56351]],
  "homo_lumo_gap_ev": [7.1, 7.3],
  "charge": 0,
  "multiplicity": 3,
  "homo_ev": [-7.7, -7.9],
  "energy_ev": -154650.421,
  "s_squared": 2.00
}

---

4.
{
  "formula": "C21H26Br2N2O3",
  "method": "wB97M-V/def2-TZVPD",
  "species": ["H", "H", "H", "H", "H", "C", "C", "H", "H", "H", "C", "C", "H", "H", "H", "C", "C", "Br", "H", "H", "H", "C", "C", "C", "O", "O", "H", "Br", "H", "C", "H", "C", "H", "C", "H", "H", "H", "C", "C", "H", "O", "H", "H", "C", "C", "C", "H", "N", "N", "C", "C", "H", "C", "C"],
  "coordinates": [[0.65407, 2.41133, 0.96489], [-2.74123, 3.84080, 1.55861], [-0.85076, 2.90794, 0.17864], [-2.72039, 1.36730, 0.08700], [-2.50784, 4.15212, 3.28597], [2.00977, -3.15624, 1.20174], [-2.01511, 4.13098, 2.31573], [3.23680, -3.99600, -0.95281], [0.56062, 4.55191, 3.23035], [-0.31940, 3.55875, 4.39835], [0.77847, -2.52781, -4.34812], [-1.56252, -0.22069, -0.78389], [3.48253, -2.28543, -1.29083], [2.08839, 1.06905, -3.98506], [-0.70173, 0.41008, -1.04220], [1.72394, 0.05811, -4.08516], [-2.82879, 0.61621, -0.69094], [1.48217, -3.34830, 3.98851], [0.45022, -1.58625, -1.32927], [-2.37291, -0.57838, 2.57520], [-1.66873, 5.13508, 2.08798], [-0.62857, 0.70520, 2.72160], [-0.14072, 3.15132, 0.96558], [1.76494, -2.70923, -0.08512], [0.55631, 0.62519, 2.48335], [-0.71602, -1.70368, 3.10519], [0.98783, 2.85061, 3.44266], [0.20922, 1.10272, -6.27497], [-3.67754, -0.01748, -0.44726], [1.15644, -2.77290, 2.21790], [2.84319, -0.64719, -2.42879], [-0.83206, 3.16441, 2.33070], [0.28797, 4.12770, 0.75780], [1.68128, -2.23390, -3.31664], [2.86392, -3.77664, 1.42367], [-1.71176, -0.40025, 4.22810], [-1.67999, -0.99200, -1.55743], [0.64657, -1.92097, -0.32480], [0.82270, -0.26028, -5.08587], [0.40810, -3.53780, -4.45199], [-1.35789, -0.82151, 0.48103], [-3.01392, 1.10774, -1.64166], [-2.33433, 1.78465, 2.89749], [2.72020, -3.06582, -1.20600], [0.16463, 3.55906, 3.42391], [-1.45372, -0.51045, 3.16939], [1.55576, -4.09702, -2.57350], [-1.36579, 1.82845, 2.62334], [2.09820, -3.24928, -2.49406], [0.04182, -1.96952, 2.00799], [0.35145, -1.55490, -5.22574], [-0.34890, -1.79783, -6.01004], [2.15134, -0.91895, -3.20953], [-0.22825, -1.56002, 0.68904]],
  "homo_lumo_gap_ev": 8.3,
  "charge": 0,
  "homo_ev": -7.8,
  "energy_ev": -171407.044
}